(1)
14
Properties=species:S:1:pos:R:3:forces:R:3 method="wB97M-V/def2-TZVPD" homo_energy_ev=-8.71 mol_weight_g_mol=160.16 relative_energy_ev=1.436 e_tot_ev=-24064.5875 smiles="Cn1nn[nH]c1=S.O=C=O" largest_force_ev_per_a=7.02 orbital_gap_ev=9.2
C 0.54223 0.94010 0.32089 1.19 -1.63 3.63
N -0.11785 -0.31247 0.17773 -0.76 -4.53 -5.31
N -0.27508 -1.25054 1.05248 -0.56 -0.75 1.95
N -0.77185 -2.31148 0.59304 -0.20 -1.30 2.03
N -0.85889 -2.29883 -0.75888 2.04 4.11 0.28
C -0.40811 -1.08783 -1.19445 0.38 2.82 1.35
S -0.20258 -0.36817 -2.64696 -0.16 -0.43 0.17
H 1.66731 0.83474 0.24699 -1.40 0.51 -0.26
H 0.00427 1.48779 -0.34372 -0.49 2.41 -2.28
H 0.21922 1.27979 1.35233 0.75 -0.16 -1.06
H -1.55313 -2.78771 -1.24788 -0.80 -1.09 -0.50
O -2.74926 0.80230 1.38908 1.27 2.07 1.56
C -3.26342 -0.08121 0.89455 0.16 0.56 -0.19
O -3.78187 -0.91190 0.32580 -1.43 -2.59 -1.36

---

(2)
12
Properties=species:S:1:pos:R:3:forces:R:3 method="wB97M-V/def2-TZVPD" homo_energy_ev="-8.49 / -8.49" mol_weight_g_mol=128.16 relative_energy_ev=5.186 e_tot_ev=-19965.4481 smiles="[H]/N=C/N=N/N=C/C=S" largest_force_ev_per_a=4.59 orbital_gap_ev="7.4 / 7.4"
H 0.19863 4.10731 -0.29968 -0.03 1.60 -0.30
N 0.00767 3.14060 -0.26105 1.34 -0.70 -0.71
C 0.61017 2.49219 -1.17844 -3.11 -2.28 1.29
N 0.57654 1.07757 -1.01136 3.67 -0.48 -1.00
N -0.19881 0.50093 -0.29568 -3.44 1.13 0.69
N -0.20044 -0.49613 0.40012 0.81 -2.07 1.64
C -0.44313 -1.77053 0.39095 -0.72 1.93 -4.10
C -0.34652 -2.75526 1.40084 0.22 -1.12 0.53
S -0.79412 -3.15646 2.90420 0.03 0.93 -0.39
H 1.04775 2.58319 -2.15128 0.64 1.51 -0.25
H -0.60429 -2.22303 -0.71066 0.18 0.89 2.46
H 0.14656 -3.50038 0.81204 0.42 -1.34 0.15

---

(3)
12
Properties=species:S:1:pos:R:3:forces:R:3 method="wB97M-V/def2-TZVPD" homo_energy_ev="-2.59 / -4.29" mol_weight_g_mol=110.10 relative_energy_ev=1.852 spin_multiplicity=3 e_tot_ev=-10620.0291 charge=-1 largest_force_ev_per_a=4.40 orbital_gap_ev="6.5 / 6.2"
C -1.32726 0.08680 0.20197 -0.79 -0.97 -1.61
C 0.93299 -0.40183 0.48009 3.54 -0.78 2.50
C 1.81293 0.43001 -0.39421 -2.93 1.10 0.03
N -2.05039 -0.33414 -0.90285 1.72 -0.03 1.21
N -2.06982 0.70853 1.09044 1.86 -0.15 1.31
N -3.19401 0.19675 -0.67013 -2.04 0.79 -0.19
N -3.21493 0.82345 0.53047 -2.22 0.28 -1.22
N 1.18873 -1.52278 0.96010 0.18 0.43 -0.57
H 2.19806 1.38198 -0.04302 -0.38 0.00 0.61
H 0.99859 0.63456 -1.08556 0.56 0.68 -1.15
H 2.59204 -0.09205 -0.83488 1.54 -1.41 -0.96
H 2.13307 -1.91127 0.66758 -1.04 0.06 0.03

---

(4)
12
Properties=species:S:1:pos:R:3:forces:R:3 method="wB97M-V/def2-TZVPD" homo_energy_ev=-14.96 mol_weight_g_mol=110.10 relative_energy_ev=11.151 e_tot_ev=-10605.7080 smiles=[C@H]12[C@@H]3N4[C@H]1[N@@H+]1N2N3N41 charge=+1 largest_force_ev_per_a=5.17 orbital_gap_ev=8.7
C -0.44523 1.21664 -0.50939 0.11 3.23 1.51
C -0.59991 0.56626 0.85471 -0.32 0.66 0.88
N 0.50046 -0.39633 0.50917 0.82 -1.22 4.95
C 0.80164 0.28840 -0.67094 -2.33 0.33 -1.44
N -0.39943 -0.67665 -1.37564 2.00 3.26 -2.20
N -1.41802 0.29155 -1.02930 -1.83 -1.33 0.04
N -1.56916 -0.44472 0.32761 -2.18 1.80 -0.62
N -0.50395 -1.31023 -0.02187 2.10 -2.80 0.44
H -0.71213 2.27058 -0.65712 0.90 -0.21 -0.35
H -0.82946 1.15314 1.76557 0.65 -0.92 -0.16
H 1.84441 0.36124 -0.94386 0.04 0.08 -0.88
H -0.00773 -0.28204 -2.22763 0.04 -2.88 -2.18

---

(5)
9
Properties=species:S:1:pos:R:3:forces:R:3 method="wB97M-V/def2-TZVPD" homo_energy_ev="-2.32 / -0.70" mol_weight_g_mol=70.07 relative_energy_ev=3.506 e_tot_ev=-6707.2818 charge=-1 largest_force_ev_per_a=4.22 orbital_gap_ev="6.8 / 3.0"
C 3.07255 -0.31508 0.46135 -0.21 0.16 0.16
C 1.92282 -0.20643 0.04995 -0.41 0.25 -0.61
C 0.64590 0.10845 -0.44933 2.98 2.42 1.75
N -2.90981 0.07506 -0.05701 -0.76 1.99 -0.19
O -3.88532 0.87799 -0.17434 1.30 -1.63 0.16
H 4.08651 -0.16296 0.72681 0.16 -0.28 -0.03
H 0.34619 1.09621 -0.05965 -0.41 -0.65 -0.51
H -0.02683 -0.60709 -0.69085 -2.07 -1.91 -0.81
H -3.25201 -0.86614 0.19307 -0.59 -0.35 0.09

---

(6)
9
Properties=species:S:1:pos:R:3:forces:R:3 method="wB97M-V/def2-TZVPD" homo_energy_ev=-15.00 mol_weight_g_mol=70.07 relative_energy_ev=1.345 e_tot_ev=-6703.3256 smiles="C=[NH+]C=C=O" charge=+1 largest_force_ev_per_a=6.20 orbital_gap_ev=9.5
C -0.43445 0.58829 1.20804 0.02 2.52 1.97
N 0.15929 0.77379 0.11299 0.73 -3.24 -3.70
C 0.38361 -0.24729 -1.12093 -1.55 2.11 5.62
C 0.08846 -1.49076 -0.88321 -0.17 -2.62 -0.49
O -0.12921 -2.61385 -0.74017 0.09 1.22 0.15
H -0.51102 1.40239 1.98197 0.46 -0.42 -1.20
H -0.92424 -0.26963 1.60083 -0.18 -1.28 -0.75
H 0.65849 1.58473 -0.23959 -0.37 0.71 1.11
H 0.70907 0.27233 -1.91992 0.98 0.99 -2.71

---

(7)
9
Properties=species:S:1:pos:R:3:forces:R:3 method="wB97M-V/def2-TZVPD" homo_energy_ev=-14.51 mol_weight_g_mol=70.07 relative_energy_ev=2.850 e_tot_ev=-6701.8203 charge=+1 largest_force_ev_per_a=3.50 orbital_gap_ev=7.6
C 0.27406 1.23444 0.02407 0.85 0.48 -0.30
C 1.58027 0.44045 -0.10163 1.44 2.02 0.41
C -0.19588 -0.95180 -0.03290 0.74 -2.60 2.23
N -0.67363 0.37209 -0.03226 -1.50 1.23 1.22
O 1.21998 -0.74723 0.05325 -0.49 -2.18 -0.77
H 0.40424 2.34322 0.13380 -1.32 -1.08 -0.22
H -0.48213 -1.69963 0.82005 0.00 1.90 -1.21
H -0.43482 -1.42807 -0.94803 -0.01 -0.59 -1.13
H -1.69210 0.43654 0.08365 0.29 0.82 -0.23

---

(8)
9
Properties=species:S:1:pos:R:3:forces:R:3 method="wB97M-V/def2-TZVPD" homo_energy_ev=-17.62 mol_weight_g_mol=70.07 relative_energy_ev=3.498 e_tot_ev=-6701.1723 charge=+1 largest_force_ev_per_a=3.34 orbital_gap_ev=11.1
C 0.02488 1.55072 1.31088 1.21 0.75 -0.30
C 0.73474 0.33679 0.05339 -0.22 2.12 -0.50
C -0.77224 0.08372 0.29027 0.07 1.53 -2.37
N 1.20006 1.67194 1.14614 -0.39 -0.84 0.17
O -1.17605 1.25837 1.15382 -0.96 0.42 -0.04
H 1.28111 -0.51779 0.31347 1.26 -0.78 0.43
H 0.99852 0.86799 -0.86187 -0.03 -0.43 0.12
H -1.31419 0.02480 -0.67439 -0.14 0.11 1.00
H -0.85589 -0.65874 0.96984 -0.79 -2.88 1.50

---

(9)
10
Properties=species:S:1:pos:R:3:forces:R:3 method="wB97M-V/def2-TZVPD" homo_energy_ev=-16.82 mol_weight_g_mol=86.07 relative_energy_ev=0.939 e_tot_ev=-8752.0489 charge=+1 largest_force_ev_per_a=1.05 orbital_gap_ev=11.6
C 0.02362 -1.15506 0.15793 0.15 -0.87 -0.01
C -0.41185 1.28584 -0.04573 -1.01 -0.11 -0.27
C 3.41131 0.21274 0.04155 0.59 -0.01 0.13
N -0.21926 0.05874 0.17905 0.16 0.30 0.05
O 0.38166 2.25560 0.21030 0.80 0.65 0.23
O 4.51554 0.02506 0.13706 -0.62 0.07 -0.10
H 0.46610 -1.63313 -0.71539 -0.01 0.15 -0.06
H -0.20220 -1.77805 1.01925 -0.05 0.07 0.10
H -1.38602 1.59011 -0.44102 0.24 -0.07 0.05
H 1.27183 2.02152 0.54176 -0.25 -0.19 -0.11

---

(10)
10
Properties=species:S:1:pos:R:3:forces:R:3 method="wB97M-V/def2-TZVPD" homo_energy_ev=-17.39 mol_weight_g_mol=86.07 relative_energy_ev=2.140 e_tot_ev=-8750.8481 charge=+1 largest_force_ev_per_a=4.53 orbital_gap_ev=13.0
C 0.10733 2.60414 -0.92548 0.82 -2.63 0.24
C 1.41238 -0.55316 0.28872 1.69 1.11 0.64
C -0.92305 -1.41687 0.46030 -2.30 3.58 1.54
N 0.41551 1.52279 -0.67894 -0.63 0.92 0.12
O 2.45003 -0.11785 0.32194 0.73 0.52 -0.69
O 0.51882 -1.26088 0.56914 -1.64 -1.53 0.61
H -0.13235 3.53829 -1.30456 -0.39 1.46 -0.28
H -1.07550 -2.03467 -0.31493 -0.33 -2.30 -2.80
H -1.44015 -0.41015 0.21201 1.28 -1.54 0.69
H -1.33302 -1.87162 1.37180 0.77 0.40 -0.07

---

(11)
11
Properties=species:S:1:pos:R:3:forces:R:3 method="wB97M-V/def2-TZVPD" homo_energy_ev=-3.31 mol_weight_g_mol=118.14 relative_energy_ev=1.457 e_tot_ev=-19595.8281 charge=-1 largest_force_ev_per_a=5.67 orbital_gap_ev=7.0
C 1.51356 -0.12800 -0.56575 -1.38 -0.27 0.93
C -1.88470 -1.33954 0.01426 2.03 -0.14 -0.15
C -0.61374 0.43396 0.16773 -3.36 -0.57 -4.53
N 0.35709 0.38266 -0.84254 1.33 0.07 0.26
O -3.00517 -1.05965 -0.30330 -0.29 0.36 0.06
O -1.14747 -2.28168 0.21485 -0.43 0.60 0.12
S -1.86094 1.76437 -0.00472 -0.56 -1.85 -0.83
H 2.32038 -0.03214 -1.29474 -0.18 -0.38 0.10
H 1.68058 -0.67845 0.43331 0.07 0.89 -1.32
H -0.19518 0.39939 1.06189 1.44 -0.16 4.39
H -2.85788 0.85860 -0.57738 1.32 1.43 0.98

---

(12)
13
Properties=species:S:1:pos:R:3:forces:R:3 method="wB97M-V/def2-TZVPD" homo_energy_ev=-9.68 mol_weight_g_mol=149.04 relative_energy_ev=1.039 e_tot_ev=-22143.2669 largest_force_ev_per_a=3.52 orbital_gap_ev=10.2
C -0.60246 0.89712 0.27818 1.29 -1.96 -0.47
C 1.13253 -0.69603 0.29282 -3.42 0.00 -0.84
C 1.51909 0.66525 -0.25950 -1.04 -2.01 -2.36
N -0.35731 -0.43901 0.23988 1.39 1.71 -0.50
O -1.73547 1.29365 0.47744 -1.01 1.01 -0.04
O -2.70629 -0.63000 -1.33361 0.10 0.21 -1.60
O 0.47578 1.61254 -0.00450 0.32 0.87 1.63
O -1.39004 -1.15343 0.77641 -0.14 -0.32 0.21
P -2.83604 -0.42066 0.09038 -0.64 -0.65 1.80
H 1.36445 -1.51445 -0.37796 0.31 0.04 -0.15
H 1.27282 -0.98847 1.27976 1.24 -0.15 1.95
H 2.55402 0.84749 -0.13830 0.66 1.43 0.72
H 1.30891 0.52600 -1.32099 0.93 -0.19 -0.36

---

(13)
10
Properties=species:S:1:pos:R:3:forces:R:3 method="wB97M-V/def2-TZVPD" homo_energy_ev=-9.36 mol_weight_g_mol=101.04 relative_energy_ev=2.802 e_tot_ev=-15998.2113 largest_force_ev_per_a=10.18 orbital_gap_ev=9.0
O 0.93339 -1.47896 -0.61839 9.61 3.26 0.82
C 1.41330 -0.48870 0.29663 1.48 -1.73 -2.17
N 1.11668 0.72777 0.27629 -1.27 0.58 0.46
C -0.06180 1.26087 -0.32729 -0.30 -1.33 -0.75
C -1.20058 0.56746 -0.48979 0.33 -0.40 1.49
P -2.47245 -0.40797 0.04239 1.20 0.93 -0.96
H 0.12405 -1.71351 -0.54615 -8.89 -2.00 0.95
H 2.41117 -0.82011 0.75020 -1.77 0.39 -0.39
H 0.05999 2.25544 -0.73214 -0.08 0.17 0.24
H -2.32374 0.09770 1.34824 -0.31 0.12 0.32

---

(14)
10
Properties=species:S:1:pos:R:3:forces:R:3 method="wB97M-V/def2-TZVPD" homo_energy_ev=-9.29 mol_weight_g_mol=101.04 relative_energy_ev=2.037 e_tot_ev=-15998.9763 largest_force_ev_per_a=5.29 orbital_gap_ev=9.3
H 0.37320 -3.18578 -0.24619 -0.57 1.07 0.31
P -0.81744 -2.30179 -0.03278 1.05 0.92 -0.22
C -0.21897 -0.72013 0.03762 -3.57 -0.81 0.14
C 0.88955 0.23129 0.03851 3.22 -2.18 1.42
N 0.02954 1.34370 -0.07686 1.29 5.13 0.08
C -1.17551 0.87231 0.02975 -0.88 -4.26 -0.61
O -2.26394 1.33313 -0.04902 -0.07 -0.09 0.44
H 1.48546 0.09164 1.02910 -0.96 0.76 -1.39
H 1.62079 -0.06044 -0.75488 -0.54 1.09 0.16
H 0.07732 2.39607 0.02476 1.03 -1.62 -0.32

---

(15)
11
Properties=species:S:1:pos:R:3:forces:R:3 method="wB97M-V/def2-TZVPD" homo_energy_ev="-0.95 / -4.41" mol_weight_g_mol=134.21 relative_energy_ev=0.094 spin_multiplicity=3 e_tot_ev=-28381.9193 charge=-1 largest_force_ev_per_a=3.57 orbital_gap_ev="4.2 / 5.9"
C -0.59386 0.38070 -0.07346 -1.93 -2.38 -0.34
C 1.63742 -0.32420 0.07159 1.20 3.03 -0.64
C -2.07217 -0.46806 -0.02298 0.59 1.60 -0.90
N 0.38717 -0.54931 0.06047 -3.50 -0.62 0.39
O -0.52905 1.58719 -0.38825 -0.15 -0.57 0.21
S 2.84017 -1.42101 0.44796 1.23 -1.07 0.33
S 2.13406 1.40397 -0.19503 0.97 0.13 0.12
H -2.97742 0.27262 0.10315 1.75 -1.51 0.34
H -2.25414 -0.92394 -1.05154 0.43 0.47 1.12
H -1.94905 -1.32362 0.70351 -0.51 1.20 -0.59
H 3.37686 1.36565 0.34458 -0.07 -0.27 -0.03

---

(16)
10
Properties=species:S:1:pos:R:3:forces:R:3 method="wB97M-V/def2-TZVPD" homo_energy_ev="-8.30 / -8.35" mol_weight_g_mol=117.11 relative_energy_ev=3.077 e_tot_ev=-24786.1856 largest_force_ev_per_a=1.82 orbital_gap_ev="6.2 / 6.5"
C 2.26780 1.14518 0.08597 -0.54 -0.88 0.82
C -0.74672 -1.24926 0.02575 1.05 -0.36 0.03
C -1.87036 -0.39024 -0.11801 -1.41 -0.54 -1.02
N 0.08520 -2.03944 0.06395 0.48 0.14 0.10
P 2.78659 -0.46378 -0.10996 -0.15 0.35 -0.19
S 0.89544 2.03301 0.21096 -0.33 0.19 -0.38
H 3.11150 1.63948 0.57728 0.78 0.12 -0.20
H -2.20098 0.05032 0.82240 -0.17 -0.15 -0.29
H -2.58540 -1.05260 -0.65284 -0.39 0.28 1.05
H -1.74305 0.32733 -0.90550 0.68 0.84 0.08

---

(17)
9
Properties=species:S:1:pos:R:3:forces:R:3 method="wB97M-V/def2-TZVPD" homo_energy_ev=-16.16 mol_weight_g_mol=86.14 relative_energy_ev=0.730 e_tot_ev=-15492.0058 charge=+1 largest_force_ev_per_a=4.08 orbital_gap_ev=9.2
C -0.64844 -0.76345 0.28241 -1.50 1.46 1.54
C -0.42987 0.99633 -1.01427 3.15 2.22 -1.32
C 0.75462 -0.47443 0.58128 1.77 -0.81 -0.16
N -1.24198 0.15581 -0.43016 -2.04 -1.21 -0.54
S 1.21261 0.80300 -0.58720 -0.60 0.31 -0.36
H -1.33773 -1.40262 0.87918 0.96 -0.07 -0.63
H -0.57904 1.87961 -1.76329 -0.65 -1.92 1.49
H 0.77297 0.16364 1.54137 0.06 -1.46 -0.71
H 1.49686 -1.35790 0.51068 -1.15 1.47 0.69

---

(18)
12
Properties=species:S:1:pos:R:3:forces:R:3 method="wB97M-V/def2-TZVPD" homo_energy_ev="-15.89 / -15.89" mol_weight_g_mol=248.30 relative_energy_ev=0.919 spin_multiplicity=5 e_tot_ev=-26624.1155 charge=+2 largest_force_ev_per_a=2.39 orbital_gap_ev="6.2 / 6.3"
O -1.24456 0.83320 0.41551 -0.28 0.12 -0.13
C -0.85616 1.02814 -0.82767 0.29 -1.09 1.03
C -0.13805 0.41126 1.14153 1.38 0.79 -0.48
O -1.59788 1.39101 -1.72551 -0.55 0.79 -2.19
O 0.41078 0.69142 -0.96829 0.30 0.34 -0.38
C 0.90356 0.35239 0.28904 -0.73 0.52 1.17
Nd -2.03823 2.13226 -4.31373 0.20 -0.45 1.47
H -0.20200 0.46965 2.22200 -0.12 -0.40 -0.28
H 1.98366 0.33833 0.43357 -0.53 -0.44 -0.23
H 0.26710 -2.21789 1.48451 1.34 -1.37 -1.14
O 0.78886 -2.79891 0.84718 -1.30 1.22 0.87
H 1.72293 -2.63086 1.00185 0.00 -0.03 0.28

---

(19)
8
Properties=species:S:1:pos:R:3:forces:R:3 method="wB97M-V/def2-TZVPD" homo_energy_ev=-10.11 mol_weight_g_mol=56.06 relative_energy_ev=2.380 e_tot_ev=-5219.7567 smiles=C#CCO largest_force_ev_per_a=6.00 orbital_gap_ev=10.9
C -1.00390 1.25391 -0.82389 0.93 -5.43 1.76
C -0.58428 0.14546 -0.35480 -2.04 5.32 -1.87
C 0.25003 -0.78989 0.44366 -3.31 0.40 -0.32
O 1.52002 -0.63606 0.08516 3.24 4.91 0.53
H -1.73315 1.85709 -1.33528 0.52 0.19 0.11
H 0.06812 -0.46796 1.45838 -0.25 -0.57 0.79
H -0.03293 -1.78194 0.22962 -0.65 -1.36 0.24
H 1.51608 0.41939 0.29715 1.55 -3.47 -1.24

---

(20)
8
Properties=species:S:1:pos:R:3:forces:R:3 method="wB97M-V/def2-TZVPD" homo_energy_ev="-8.86 / -8.07" mol_weight_g_mol=56.06 relative_energy_ev=6.493 e_tot_ev=-5215.6437 largest_force_ev_per_a=6.45 orbital_gap_ev="8.5 / 7.7"
C -0.11315 0.37147 0.35046 -1.49 -0.05 -3.97
C -1.12906 0.02837 -1.43051 4.97 -0.89 4.02
C 1.02558 -0.23875 1.05166 -0.72 0.31 -4.30
O 0.96428 1.09880 0.45016 -0.41 0.52 1.25
H -1.64105 0.81294 -1.81374 -1.67 2.62 -0.89
H -1.65150 -0.77145 -1.03491 -1.52 -1.56 0.41
H 0.91249 -0.48719 2.01663 0.11 0.06 3.63
H 1.63241 -0.81418 0.41025 0.72 -1.01 -0.16